# 1
C4H6INO | ωB97M-V/def2-TZVPD

CARTESIAN COORDINATES (ANGSTROEM)
1 I -3.233 -0.689 0.708
2 O -0.242 -0.757 1.692
3 N 0.910 0.498 -1.009
4 C -1.914 -1.848 1.870
5 C 0.520 1.014 0.064
6 C 1.745 1.063 -2.042
7 C -0.185 0.163 0.963
8 H -2.270 -2.109 2.912
9 H 1.254 0.721 -2.932
10 H 1.759 2.214 -1.922
11 H -1.518 -2.752 1.256
12 H 2.677 0.385 -1.938
13 H 0.497 2.099 0.377

Cartesian forces (eV/Å) of the 6 atoms listed first:
0.349 -0.415 0.502
2.061 1.259 0.079
0.335 -1.406 -0.347
-1.488 -2.416 -0.546
-0.280 1.546 1.264
-0.159 -0.004 1.694

Results
Energy above the lowest of the compared OMol25 structures with the same formula, charge and spin   148.84 kcal per mole
Energy   -15877.3633 eV
Kohn-Sham gap (spin up / spin down)   7.4 / 7.7 eV
F_max   0.0562 hartree/bohr
Molecular weight   211.00 g/mol

***

# 2
C4H6LuO2 | ωB97M-V/def2-TZVPD

CARTESIAN COORDINATES (ANGSTROEM)
1 Lu 3.765 -0.521 1.460
2 O 0.812 1.972 -0.420
3 O 1.603 -0.086 0.542
4 C -0.928 -1.248 -0.243
5 C -1.695 -0.056 -0.130
6 C 0.492 -0.778 -0.011
7 C 0.329 0.662 -0.423
8 H -1.798 0.542 0.786
9 H -0.063 0.731 -1.449
10 H 0.897 -1.800 0.188
11 H -2.495 0.171 -0.845
12 H 0.259 2.519 0.148
13 H -1.178 -2.108 0.394

Cartesian forces (eV/Å) of the 6 atoms listed first:
-1.435 0.261 -0.629
0.281 -0.836 1.265
2.662 0.521 2.344
2.864 1.200 3.699
-0.666 2.786 -0.696
-0.800 -5.080 0.523

Results
Energy above the lowest of the compared OMol25 structures with the same formula, charge and spin   274.38 kcal per mole
Total charge   +1
Energy   -41939.7489 eV
Kohn-Sham gap (spin up / spin down)   5.7 / 5.0 eV
F_max   0.1349 hartree/bohr
Molecular weight   261.06 g/mol

***

# 3
C4H6N2 | ωB97M-V/def2-TZVPD

CARTESIAN COORDINATES (ANGSTROEM)
1 N -0.118 -0.941 0.443
2 N 2.041 -0.192 0.224
3 C -1.463 0.582 -0.479
4 C 0.655 0.183 0.343
5 C -1.383 -0.707 -0.019
6 C -0.253 1.217 -0.080
7 H 2.788 0.471 0.374
8 H -0.269 2.290 0.117
9 H -2.199 -1.277 0.379
10 H -2.267 0.938 -1.137
11 H 0.258 -1.876 0.505
12 H 2.206 -0.660 -0.669

Cartesian forces (eV/Å) of the 6 atoms listed first:
-0.161 0.075 -0.022
-0.125 0.307 0.205
0.100 -0.170 0.671
-0.583 -0.050 -0.838
-0.382 -0.197 -0.089
0.837 -0.244 -0.281

Results
Energy above the lowest of the compared OMol25 structures with the same formula, charge and spin   41.40 kcal per mole
Energy   -7223.7957 eV
Kohn-Sham gap   8.5 eV
F_max   0.0250 hartree/bohr
Molecular weight   82.11 g/mol

***

> Look up the energy of the second one.

-41939.7489 eV

***

> Which value of energy does entry 2 give?

-41939.7489 eV

***

Please write out number 1 again, unchanged.
C4H6INO | ωB97M-V/def2-TZVPD

CARTESIAN COORDINATES (ANGSTROEM)
1 I -3.233 -0.689 0.708
2 O -0.242 -0.757 1.692
3 N 0.910 0.498 -1.009
4 C -1.914 -1.848 1.870
5 C 0.520 1.014 0.064
6 C 1.745 1.063 -2.042
7 C -0.185 0.163 0.963
8 H -2.270 -2.109 2.912
9 H 1.254 0.721 -2.932
10 H 1.759 2.214 -1.922
11 H -1.518 -2.752 1.256
12 H 2.677 0.385 -1.938
13 H 0.497 2.099 0.377

Cartesian forces (eV/Å) of the 6 atoms listed first:
0.349 -0.415 0.502
2.061 1.259 0.079
0.335 -1.406 -0.347
-1.488 -2.416 -0.546
-0.280 1.546 1.264
-0.159 -0.004 1.694

Results
Energy above the lowest of the compared OMol25 structures with the same formula, charge and spin   148.84 kcal per mole
Energy   -15877.3633 eV
Kohn-Sham gap (spin up / spin down)   7.4 / 7.7 eV
F_max   0.0562 hartree/bohr
Molecular weight   211.00 g/mol

***

> Which value of molecular weight does entry 1 give?

211.00 g/mol